C4H6N4 | ωB97M-V/def2-TZVPD

Positions of all 14 atoms, in Å:
N 1.82 -1.37 0.01
N 2.88 -0.59 0.03
N 2.57 0.81 -0.19
N 0.86 -0.51 0.11
C -0.17 1.23 0.05
C -0.51 -0.13 0.40
C -1.60 -0.79 -0.29
C 1.16 0.78 -0.13
H -0.54 1.92 0.91
H -1.04 -0.61 -1.16
H -2.50 -0.07 -0.33
H -0.65 1.38 -0.95
H -1.75 -1.87 0.05
H -0.52 -0.18 1.48

Output
- LUMO energy: 0.60 eV
- Orbital gap: 0.3970 Eh
- Molar mass: 110.12 g/mol
- Relative energy (zero: lowest compared OMol25 entry of this formula, charge and spin): 5.447 eV

Atomic partial charges in e from the Löwdin method, atoms 1 to 8: N 0.044; N -0.043; N 0.083; N -0.082; C -0.088; C -0.426; C -0.020; C -0.262


C28H52ClIN5O8P3S | ωB97M-V/def2-TZVPD

Positions of all 99 atoms, in Å:
I 5.22 -3.41 0.93
Cl -4.83 1.96 2.55
S -4.10 0.11 3.16
P 1.37 -0.74 -2.24
P -3.86 -0.88 -5.26
P 2.76 0.60 5.70
O -0.25 3.49 3.69
O -2.98 0.38 4.15
O 1.43 0.52 4.90
O 4.30 2.86 2.19
O 4.01 0.44 4.56
O 2.70 -0.70 6.83
O -3.72 -0.04 -3.98
O -5.20 -0.58 3.95
N -2.16 -1.21 -5.32
N 2.15 3.01 3.35
N -4.18 0.51 -6.24
N 0.75 -2.21 -2.09
N -4.10 -1.90 -6.69
C 2.67 3.85 4.47
C 4.52 -0.35 0.43
C 2.09 1.84 1.30
C 1.13 0.33 -0.67
C -0.54 1.31 1.14
C -1.64 -2.03 -4.22
C -1.60 -0.26 -0.81
C -4.80 1.66 -5.56
C 2.35 1.00 0.03
C 5.26 1.06 4.98
C 0.72 2.94 3.12
C 4.28 -1.79 -0.22
C -3.02 0.44 -0.54
C 5.78 0.62 6.43
C -3.51 -0.95 1.73
C 3.87 0.85 -0.47
C 1.83 -2.61 5.36
C -1.35 -1.48 -6.50
C -4.22 -3.32 -6.30
C 0.65 2.00 1.83
C -3.26 1.02 -7.24
C 2.85 2.25 6.63
C -5.33 -1.63 -7.48
C 2.07 3.45 5.90
C 3.06 2.63 2.28
C -0.35 0.46 -0.13
C 3.04 -1.96 6.20
C -4.06 -0.46 0.30
H -5.02 0.12 0.46
H 6.90 0.32 6.32
H -1.54 -2.47 -6.94
H -5.06 -3.48 -5.63
H 5.26 2.21 4.91
H -0.28 -1.45 -6.25
H -5.29 -0.68 -8.01
H 0.79 -0.07 -3.39
H 0.33 -2.27 -1.16
H -3.51 0.59 -1.58
H 3.91 2.61 6.85
H -0.57 -1.86 -4.06
H 3.28 -2.71 7.04
H 3.95 -0.33 1.42
H -4.06 2.24 -5.00
H 5.26 -0.30 6.87
H -4.34 -3.96 -7.18
H 5.62 -0.16 0.69
H 3.97 0.64 -1.58
H -5.59 1.34 -4.88
H -1.66 -1.32 -0.33
H -6.22 -1.63 -6.84
H 2.30 2.07 7.63
H 2.06 -3.70 5.02
H -5.28 2.33 -6.29
H -3.99 -1.98 1.92
H 0.85 -2.62 5.95
H -1.58 1.47 1.61
H 4.45 1.80 -0.14
H -2.32 1.37 -6.80
H -2.39 -1.11 1.79
H -1.46 -0.74 -7.29
H -3.32 -3.68 -5.80
H 3.80 3.75 4.52
H 4.76 -1.84 -1.26
H -3.70 1.86 -7.79
H 2.45 4.96 4.23
H 2.19 4.38 6.57
H -5.47 -2.38 -8.26
H 6.06 0.71 4.22
H 0.96 3.19 5.90
H -4.29 -1.42 -0.31
H -2.13 -1.78 -3.27
H -2.97 1.47 -0.07
H -1.35 -0.39 -1.92
H 1.60 -2.04 4.38
H 3.98 -1.91 5.55
H 3.16 -2.06 -0.24
H 5.79 1.50 7.18
H 2.79 -0.83 -2.51
H -1.79 -3.10 -4.40
H -3.07 0.28 -8.01

Output
- LUMO energy: -1.08 eV
- Orbital gap: 0.2689 Eh
- SMILES string: CCOP(=O)(CCCN1C(=O)c2cc(CCCCS(=O)(=O)Cl)c([PH2]=N)c(CCCI)c2C1=O)OCC.CN(C)P(=O)(N(C)C)N(C)C
- Molar mass: 874.10 g/mol

Atomic partial charges in e from the Löwdin method, atoms 1 to 8: I 0.647; Cl 0.365; S 0.441; P 0.737; P 0.774; P 0.732; O 0.092; O -0.402


C37H33ClIN8O2SY | ωB97M-V/def2-TZVPD

Positions of all 84 atoms, in Å:
I -1.70 3.10 3.98
Y -0.23 -0.29 0.18
Cl -3.81 -1.58 6.39
S -0.86 -4.03 -3.20
O 2.58 -6.76 0.88
O -0.93 0.80 1.86
N -0.46 1.94 -0.99
N -2.67 0.38 -0.29
N -1.54 -1.79 1.77
N 1.64 -2.17 0.56
N -1.01 -2.12 -1.54
N 0.97 -5.99 2.29
N 1.08 -0.10 -2.22
N 1.72 0.95 1.41
C 2.31 -4.42 0.98
C 0.68 0.95 -2.95
C -2.17 -2.96 -3.35
C 0.97 3.20 0.70
C 3.35 2.09 3.38
C 1.29 1.32 -4.13
C 1.84 2.29 1.52
C -2.71 0.45 5.05
C -1.57 0.31 2.89
C 1.98 -5.84 1.38
C -1.92 -3.05 1.66
C 3.91 -2.85 0.16
C 1.38 -3.41 0.98
C -2.03 1.05 3.95
C 2.67 2.88 2.47
C -2.63 -3.73 2.67
C 2.91 -1.90 0.19
C 3.60 -4.15 0.54
C 2.35 0.57 -4.61
C -5.26 1.36 -0.41
C -1.89 -1.08 2.89
C -0.53 1.68 -2.44
C -2.95 -3.05 3.81
C 2.36 0.21 2.34
C -2.61 -1.69 3.95
C 3.17 0.72 3.33
C -2.90 1.68 -0.53
C -4.18 2.20 -0.62
C -2.98 -0.88 5.05
C 0.70 2.84 -0.75
C -2.10 -2.01 -2.38
C -3.72 -0.42 -0.08
C -1.71 2.60 -0.57
C 2.09 -0.84 -2.71
C -5.03 0.02 -0.13
C -0.27 -3.15 -1.90
C 2.75 -0.54 -3.88
H -2.91 -4.76 2.52
H 3.99 2.55 4.13
H 0.04 3.31 1.27
H -1.92 3.45 -1.23
H -6.27 1.75 -0.47
H 0.74 -5.25 2.93
H 1.58 2.37 -1.18
H 3.12 -0.88 -0.09
H 1.43 4.19 0.71
H 0.64 -3.43 -1.40
H -1.42 1.07 -2.63
H -1.58 2.98 0.44
H 4.33 -4.95 0.51
H 2.75 3.95 2.50
H -3.50 -1.46 0.12
H 3.56 -1.18 -4.22
H -2.92 -3.07 -4.12
H -1.68 -3.56 0.74
H -4.32 3.25 -0.83
H 2.85 0.83 -5.53
H 4.90 -2.58 -0.16
H 3.64 0.06 4.04
H -2.80 -1.21 -2.26
H 0.83 -6.94 2.62
H 0.36 -3.60 1.30
H -0.65 2.62 -2.98
H -3.02 1.06 5.88
H 2.19 -0.85 2.30
H -3.50 -3.54 4.60
H 2.37 -1.71 -2.14
H 0.93 2.18 -4.68
H -5.84 -0.67 0.06
H 0.53 3.77 -1.31

Output
- Net charge: +2
- LUMO energy: -5.13 eV
- Orbital gap: 0.2655 Eh
- Molar mass: 905.06 g/mol
- Relative energy (zero: lowest compared OMol25 entry of this formula, charge and spin): 0.375 eV

Atomic partial charges in e from the Löwdin method, atoms 1 to 8: I 1.000; Y 1.560; Cl 0.743; S 1.114; O 0.105; O -0.296; N -0.224; N 0.036


C4H8N2O | ωB97M-V/def2-TZVPD

Positions of all 15 atoms, in Å:
O 0.08 -2.10 -0.21
N 1.99 0.78 0.52
N 0.90 0.02 0.05
C -1.32 0.63 -0.62
C 0.85 -1.26 0.21
C -1.86 -0.10 0.52
C -0.03 0.74 -0.84
H 1.74 -1.63 0.90
H -1.93 0.91 -1.45
H -1.35 0.26 1.40
H 2.14 1.43 -0.30
H 2.96 0.25 0.44
H 0.34 1.27 -1.67
H -1.65 -1.20 0.35
H -2.89 -0.01 0.70

Output
- LUMO energy: 0.79 eV
- Orbital gap: 0.3582 Eh
- SMILES string: C/C=C\N(N)C=O
- Molar mass: 100.12 g/mol
- Relative energy (zero: lowest compared OMol25 entry of this formula, charge and spin): 3.497 eV

Atomic partial charges in e from the Löwdin method, atoms 1 to 8: O 0.007; N 0.046; N -0.179; C -0.133; C -0.406; C -0.093; C -0.058; H 0.163


C11H2Br3ClF3N3O3S | ωB97M-V/def2-TZVPD

Positions of all 27 atoms, in Å:
Br 0.64 -0.46 -3.94
Br -0.03 -1.40 1.76
Br 5.20 -1.60 -0.78
Cl -2.23 2.56 4.31
S -0.71 2.31 1.75
F -3.65 1.39 -1.61
F -5.05 0.63 -0.09
F -3.34 -0.59 -0.59
O 0.11 1.94 -1.19
O 3.56 -2.79 1.76
O 3.24 -0.69 2.32
N -3.18 1.57 1.98
N -0.61 -0.16 -0.93
N 3.08 -1.72 1.57
C -2.81 1.33 0.56
C 3.32 -1.38 -0.82
C -0.70 1.20 -0.70
C 2.73 -0.95 -2.07
C 2.51 -1.43 0.33
C -1.47 1.60 0.37
C -3.68 0.65 -0.41
C -2.19 2.06 2.67
C 1.12 -1.15 0.20
C 1.38 -0.68 -2.20
C 0.62 -0.71 -1.00
H 3.39 -0.90 -2.91
H -1.24 -0.65 -0.36

Output
- LUMO energy: -0.91 eV
- Orbital gap: 0.3259 Eh
- SMILES string: O=C(Nc1c(Br)cc(Br)c([N+](=O)[O-])c1Br)c1sc(Cl)nc1C(F)(F)F
- Molar mass: 588.38 g/mol

Atomic partial charges in e from the Löwdin method, atoms 1 to 8: Br 0.812; Br 0.872; Br 0.831; Cl 0.676; S 1.097; F 0.102; F 0.102; F 0.198


C6H4BBrO2 | ωB97M-V/def2-TZVPD

Positions of all 14 atoms, in Å:
Br 2.37 -1.02 -3.72
O 0.23 -1.32 -1.77
O 1.70 0.57 -1.31
C -1.31 -0.15 1.39
C -0.21 -0.63 -0.70
C -0.40 0.81 1.74
C 0.54 1.18 0.86
C -1.31 -0.87 0.22
C 0.69 0.40 -0.37
B 1.33 -0.56 -2.12
H -2.07 -0.38 2.06
H 1.13 2.09 1.02
H -2.17 -1.49 0.07
H -0.53 1.36 2.63

Output
- LUMO energy: 0.53 eV
- Orbital gap: 0.3513 Eh
- Molar mass: 198.81 g/mol

Atomic partial charges in e from the Löwdin method, atoms 1 to 8: Br 0.739; O 0.164; O 0.135; C -0.107; C -0.184; C -0.107; C 0.014; C 0.031


Number 1: E_HOMO -10.202 eV. Number 2: E_HOMO -8.398 eV. Number 3: E_HOMO -12.353 eV. Number 4: E_HOMO -8.960 eV. Number 5: E_HOMO -9.776 eV. Number 6: E_HOMO -9.033 eV.